Formula: C25H66BrIN18O14
Source: the OMol25 dataset
Level of theory: the ωB97M-V functional and the def2-TZVPD basis

The SMILES is CCOC(=O)CCCCO[C@H](CCCI)CO[C@@H](Br)C[C@H](C)O.NC(N)=O.NC(N)=O.NC(N)=O.NC(N)=O.NC(N)=O.NC(N)=O.NC(N)=O.NC(N)=O.NC(N)=O. The calculation puts the LUMO energy at 0.2 eV. The value obtained for the HOMO-LUMO gap is 9.2 eV. As for the charge: 0. Its energy relative to the best compared isomer or geometry (same formula, charge and spin) is 9.6 kcal/mol. The value obtained for the total energy is -160634.5463 eV. The HOMO energy comes out at -0.331 Eh.

Atoms and positions in Å:
1 I -0.89889 2.70826 2.59769
2 Br 1.92374 -0.31570 3.16693
3 O -4.38232 -4.24573 10.26823
4 O -0.27436 6.46303 -2.42361
5 O 2.38148 0.98698 0.80690
6 O -4.28521 -1.20431 8.08729
7 O 7.82601 -1.81297 -6.36748
8 O -1.32858 5.22546 -3.89551
9 O 4.32806 1.65999 -4.73945
10 O 2.90620 -2.98435 2.13559
11 O -0.55708 -5.33436 4.12887
12 O -4.19594 -9.05895 4.90885
13 O -1.93001 4.38233 -7.69858
14 O -5.97266 3.63252 -3.87153
15 O -1.43892 -3.87124 0.10575
16 O 3.79002 3.37851 -0.59076
17 N -7.74746 4.89919 -4.48268
18 N -7.94638 3.33751 -2.79773
19 N -6.13241 -2.84257 9.98926
20 N -2.54759 -2.28829 9.04339
21 N 8.03588 -1.43731 -8.59206
22 N -4.32527 -6.93436 5.69276
23 N 5.77963 0.23942 -5.75540
24 N 5.92971 0.64657 -3.49940
25 N -0.57415 -3.46151 2.85403
26 N -0.41769 3.00328 -8.67271
27 N -2.87481 -2.39828 6.76956
28 N 0.10527 -3.36294 5.04222
29 N -1.69821 -4.60511 -2.02039
30 N 9.89492 -1.50826 -7.23708
31 N -2.41573 -7.67731 4.64718
32 N -6.29519 -4.64799 11.42159
33 N -2.58605 -5.79189 -0.25746
34 N -0.28601 3.48352 -6.42139
35 C -0.35611 -4.13180 4.01302
36 C 2.72923 -2.71528 0.75614
37 C 2.18864 -1.30763 0.46692
38 C -5.52762 -3.93362 10.54183
39 C 1.46313 3.87621 -3.44051
40 C -0.94668 3.67371 -7.59998
41 C 1.53234 4.62616 2.26584
42 C 0.35661 4.21313 -2.42113
43 C -2.98212 4.14083 -2.42016
44 C 3.36416 4.11785 -1.72660
45 C 5.28259 0.89768 -4.67549
46 C 1.68854 -3.72364 0.22657
47 C -0.41613 5.40922 -2.88761
48 C 2.81302 3.29689 0.43140
49 C 0.12948 4.36622 1.66617
50 C 8.54018 -1.59931 -7.33655
51 C -2.68659 5.25761 -3.41411
52 C -1.87947 -4.70247 -0.67233
53 C 2.67881 4.58430 1.24667
54 C 3.16469 2.07176 1.27108
55 C -3.29490 -1.91726 7.97675
56 C -7.14214 3.93572 -3.72709
57 C 2.75889 -0.23316 1.36164
58 C -3.67692 -7.96651 5.06973
59 C 2.71873 3.24821 -2.81206
60 H 1.10507 -1.23539 0.52677
61 H -2.07002 -2.98473 6.65102
62 H -2.05033 -5.27404 -2.67829
63 H -2.49679 3.21974 -2.74395
64 H 3.42239 3.13012 -3.63404
65 H -3.41272 -2.14123 5.96226
66 H 0.13938 4.12931 0.61172
67 H -1.18262 -3.81305 -2.35794
68 H -7.23823 -4.40695 11.65921
69 H -2.95544 -6.48506 -0.87999
70 H 4.26246 4.56422 -2.14997
71 H 0.76571 4.41030 -1.44041
72 H 0.52511 2.90157 -6.32905
73 H -2.84374 6.21765 -2.92458
74 H 2.37286 -3.75592 2.35388
75 H -2.56732 4.40058 -1.44479
76 H -5.25685 -7.10962 6.02013
77 H -8.70834 5.16464 -4.38090
78 H 1.71780 4.73448 -4.05968
79 H 3.64377 -2.87786 0.17933
80 H 10.29666 -1.62426 -6.32467
81 H 4.23991 1.89456 1.17115
82 H -0.64188 3.95948 -5.60811
83 H -7.53268 2.62466 -2.22556
84 H 10.49954 -1.33463 -8.01743
85 H 1.71693 3.88632 3.04018
86 H -5.59090 -2.29101 9.33579
87 H 2.49144 -1.06429 -0.55058
88 H -7.18444 5.35792 -5.17550
89 H 2.97063 2.26441 2.32824
90 H -4.04183 3.93526 -2.32784
91 H 1.85252 3.09375 -0.05455
92 H 3.83692 -0.26997 1.48294
93 H -0.87746 3.11950 -9.55640
94 H 0.39103 2.41456 -8.61632
95 H 6.71324 0.02604 -3.42037
96 H 5.59050 1.11567 -2.67855
97 H 1.36977 -3.34922 -0.74448
98 H 2.73534 4.96509 -1.44986
99 H -1.74422 -2.88337 8.98449
100 H 6.56668 -0.39129 -5.71428
101 H -7.07237 -2.56515 10.19850
102 H -8.91115 3.57235 -2.66277
103 H 2.57549 5.46815 0.61945
104 H -1.90872 -8.41024 4.18742
105 H -2.84334 -1.95902 9.94342
106 H -0.49893 5.23572 1.79280
107 H 0.28158 -3.82108 5.91781
108 H 3.61090 4.71166 1.80243
109 H -2.73750 -5.89378 0.73011
110 H 0.27501 -2.37657 4.96336
111 H -0.91502 -3.98983 2.06514
112 H 1.48027 5.57873 2.78466
113 H -1.97333 -6.78126 4.76889
114 H 7.04016 -1.50198 -8.69886
115 H -3.91889 -6.02946 5.83787
116 H 1.06925 3.12620 -4.12544
117 H -0.41161 -2.47655 2.74492
118 H 0.82503 -3.62355 0.86984
119 H 5.32694 0.40150 -6.63527
120 H -3.34406 5.17008 -4.26801
121 H 2.47171 2.24445 -2.46660
122 H -0.34354 3.38717 -2.30595
123 H 8.60202 -1.26183 -9.40043
124 H -5.87625 -5.45594 11.84348
125 H 2.07613 -4.73572 0.17118

Forces on atoms 1 to 3 (eV/Å):
0.10 0.33 -0.20
0.15 0.04 0.24
0.14 -0.24 0.13

Mulliken atomic charge list, values in e, 6 entries: number 1, I, carries -0.011; number 2, Br, carries -0.240; number 3, O, carries -0.628; number 4, O, carries -0.550; number 5, O, carries -0.115; number 6, O, carries -0.756

***

Formula: C25H67F6HfN4O38S14
Source: the OMol25 dataset
Level of theory: the ωB97M-V functional and the def2-TZVPD basis

As for the spin multiplicity: 2. The calculation puts the LUMO energy (spin up / spin down) at -2.4 / -2.4 eV. The expectation value of S² is 0.7516. The value obtained for the HOMO-LUMO gap (spin up / spin down) is 6.1 / 8.1 eV. As for the charge: 0. The value obtained for the total energy is -280060.8882 eV. The HOMO energy (spin up / spin down) comes out at -0.314 / -0.386 Eh.

Atoms and positions in Å:
1 Hf -1.53280 -2.44512 -2.31904
2 S 0.30312 -1.59332 -5.38903
3 S 4.09903 3.66695 1.36646
4 S 0.08984 -0.04135 -0.14192
5 S 5.67493 1.51127 -4.94129
6 S -0.83716 2.52778 2.97074
7 S 3.06940 -0.97790 5.29467
8 S -2.20257 0.33041 -0.06548
9 S 0.52580 -4.12918 0.65791
10 S -3.24368 -3.78116 0.65817
11 S -4.31313 -4.48572 -1.11740
12 S -1.17392 6.10319 -1.18307
13 S -5.10853 -0.95533 -3.24155
14 S -1.21282 0.15874 -4.84553
15 S 2.16249 -3.91020 -2.62323
16 F 0.82866 -1.04808 -1.06778
17 F -3.63481 -0.33851 -0.59412
18 F -1.94364 0.59157 -3.47873
19 F -2.12500 -2.64164 0.93740
20 F -4.44410 -4.56323 -2.78876
21 F 0.37842 -3.25677 -5.16946
22 O 3.59791 3.84956 -0.00638
23 O 0.54596 -0.41494 1.19533
24 O -4.36599 -3.11049 1.28963
25 O -2.69854 -5.06899 1.18166
26 O 5.37682 2.43915 -6.06386
27 O -0.22233 -3.34953 -0.33270
28 O -0.08622 -1.54019 -6.77335
29 O 3.20906 -3.37162 -1.73690
30 O -2.23170 1.70068 -0.60220
31 O -0.22928 1.21249 -4.75104
32 O 4.77511 -1.03705 4.94134
33 O -0.19200 2.28175 1.70968
34 O -3.68377 -1.31561 -2.94729
35 O 5.26424 2.40893 1.34498
36 O -0.65938 7.31275 -0.52850
37 O -2.39301 2.84110 2.65879
38 O -2.35178 0.04156 1.32999
39 O 2.77086 -0.51687 6.64481
40 O -0.04848 -3.77003 2.13465
41 O 7.00877 1.59052 -4.38508
42 O -1.83912 6.15716 -2.49470
43 O -4.03744 -5.88596 -0.91194
44 O -0.65331 1.52698 4.01628
45 O 4.57649 1.79460 -3.73481
46 O 2.51075 -2.26784 4.86847
47 O 0.60788 1.19059 -0.72272
48 O -4.08605 -2.59636 4.23429
49 O 3.13640 3.49472 2.49136
50 O 1.67286 -1.29653 -4.97622
51 O -6.09433 -1.96937 -3.66293
52 O -5.67936 -3.91870 -0.84235
53 O 1.83173 -5.47882 -2.07307
54 O 0.75428 -5.53956 0.48123
55 O -2.28343 5.47090 -0.16466
56 O -5.72119 -0.30489 -1.85344
57 O 0.91481 -3.13379 -2.78620
58 O -2.29964 0.19911 -5.81746
59 O -5.36532 -1.50084 5.68832
60 N -3.06998 -3.52188 -1.09226
61 N -1.37163 -0.72970 -0.93853
62 N -4.95757 -1.74577 4.55205
63 N -0.89648 -1.32196 -4.12465
64 C -5.29272 0.62386 -4.28574
65 C -3.42681 6.25642 0.11698
66 C 5.19520 5.02692 1.85482
67 C 5.39331 -0.30798 -5.31262
68 C -5.40698 -0.83541 3.40186
69 C 0.28026 -4.50867 3.31594
70 C 2.64400 -7.63548 -1.57797
71 C -3.27164 2.73094 3.70492
72 C 5.20942 1.39646 0.38593
73 C 2.46913 2.68941 -3.11090
74 C 0.07260 4.65580 -1.14749
75 C 6.59773 0.40082 4.12028
76 C -0.21879 4.11331 3.47178
77 C -0.97980 -4.94566 3.95877
78 C 2.52411 0.51277 4.13183
79 C 2.11055 -3.23826 0.98860
80 C -3.42333 6.91749 1.46301
81 C 3.18663 1.72041 -4.11111
82 C 5.51606 0.11337 5.21741
83 C 3.89578 0.52503 0.34087
84 C 2.91211 -4.41688 -4.21841
85 C -7.16297 -0.15039 -1.78375
86 C -4.73278 3.00754 3.13611
87 C -7.57611 0.91871 -0.76677
88 C 2.98167 -6.17777 -1.61663
89 H 3.90825 -6.10148 -2.18559
90 H -5.45211 3.21294 3.92887
91 H -3.29375 1.77851 4.23454
92 H 2.79547 0.71082 -3.98539
93 H 7.48290 -0.23404 4.08116
94 H 2.15343 -2.90326 2.02496
95 H -5.00732 0.55977 -5.33576
96 H -4.29945 5.61865 -0.02388
97 H 3.08177 1.14442 -0.03576
98 H -0.40382 3.68847 -1.30685
99 H 0.76004 4.70717 -1.99181
100 H 4.83335 0.96115 5.27460
101 H 3.61715 -0.03658 1.23254
102 H 6.08400 0.20633 3.17882
103 H -1.82644 -5.00371 3.27471
104 H 5.41391 5.24483 2.90018
105 H 2.68340 3.75114 -3.23303
106 H -4.62819 4.02796 2.76746
107 H -6.33015 0.95017 -4.21253
108 H -8.62502 0.68100 -0.58959
109 H 4.55898 5.88406 1.63430
110 H 4.47304 -0.62313 -4.82080
111 H 2.84405 -3.52036 -4.83461
112 H -7.51072 1.92477 -1.18109
113 H 2.56578 -7.98355 -2.60794
114 H -5.71376 -1.49205 2.58773
115 H 4.03438 -0.13488 -0.51553
116 H -5.15653 2.39353 2.34142
117 H 5.98718 0.06678 6.19923
118 H -4.59064 1.35202 -3.87959
119 H 1.94189 1.09310 4.84761
120 H -1.37823 -4.20184 4.64876
121 H 2.92637 -3.95647 0.90674
122 H 3.39757 1.05019 3.76259
123 H -6.27653 -0.28434 3.76004
124 H 1.81133 -7.93931 -0.94359
125 H 2.26016 -2.35731 0.36438
126 H -3.58747 6.91098 -0.73966
127 H 6.66433 1.48857 4.09880
128 H 0.79631 -5.44999 3.12695
129 H -0.71727 4.23192 4.43383
130 H 6.09380 0.85216 0.71715
131 H 6.25616 -0.94723 -5.12563
132 H 6.08103 4.96937 1.22229
133 H 2.18714 -5.10265 -4.65686
134 H 0.53097 4.80103 -0.16927
135 H 3.00270 1.91589 -5.16755
136 H -2.49979 7.45030 1.68946
137 H -7.00547 0.80672 0.15514
138 H -4.52011 -0.25421 3.14931
139 H -0.47159 4.81155 2.67389
140 H -3.76636 6.16669 2.17486
141 H -7.76720 -0.12876 -2.69069
142 H 3.97003 -4.67759 -4.18750
143 H 2.76428 2.44574 -2.09031
144 H -3.02101 3.56011 4.36656
145 H 5.20256 -0.25481 -6.38448
146 H 0.88177 -3.90427 3.99490
147 H 0.83068 3.92118 3.69499
148 H 3.32891 -5.84304 -0.63914
149 H 1.38907 2.55202 -3.16282
150 H -4.16156 7.71483 1.54891
151 H -0.81598 -5.83927 4.56103
152 H 5.37524 1.83321 -0.59888
153 H 3.57616 -8.13389 -1.31196
154 H 1.97600 -0.00563 3.34510
155 H -7.58728 -1.04686 -1.33165

Forces on atoms 1 to 3 (eV/Å):
0.14 0.77 2.22
4.08 -5.97 0.84
-0.65 -1.14 0.90

Mulliken atomic charge list, values in e, 6 entries: number 1, Hf, carries 1.701; number 2, S, carries 0.465; number 3, S, carries 1.113; number 4, S, carries 0.057; number 5, S, carries 1.179; number 6, S, carries 0.860

***

Formula: C25H67N5O10
Source: the OMol25 dataset
Level of theory: the ωB97M-V functional and the def2-TZVPD basis

The SMILES is COCCNCCOC.COCCNCCOC.COCCNCCOC.NC(N)=O.CCO.CCO.CCO. The calculation puts the LUMO energy at 0.6 eV. The value obtained for the HOMO-LUMO gap is 9.2 eV. As for the charge: 0. The value obtained for the total energy is -54932.7072 eV. The HOMO energy comes out at -0.314 Eh.

Atoms and positions in Å:
1 O 4.38828 4.33962 -1.55730
2 O -4.13886 4.81826 3.84653
3 O 4.34750 -3.06793 -2.29461
4 O -6.20590 1.37889 2.80901
5 O -1.34038 2.13071 -2.20706
6 O 5.09359 3.24166 0.91735
7 O -0.71564 -2.60153 -2.80709
8 O -3.28736 -6.93782 -2.56101
9 O -0.93574 1.72146 1.34741
10 O -1.43865 -1.18127 1.49570
11 N 5.50555 -0.11706 -0.48356
12 N -4.50237 -0.52912 1.32439
13 N -0.86858 3.71648 -0.68241
14 N -0.68865 -5.53800 -2.30649
15 N -0.29697 4.04167 -2.91181
16 C 5.88026 4.12619 1.69508
17 C -2.87658 5.45846 4.05119
18 C 4.67700 -0.95967 -1.35534
19 C 0.15688 -4.79305 -3.21620
20 C 2.44229 5.14571 -0.35870
21 C -0.94042 -6.87274 -2.82424
22 C -3.82401 -1.82847 1.34441
23 C 1.40193 1.20895 0.78630
24 C -1.84541 4.72510 3.22517
25 C 4.82081 1.14571 -0.24896
26 C 2.96284 4.36970 -1.54030
27 C 0.37043 1.53880 1.86525
28 C -2.43938 -1.77326 0.68930
29 C -4.14182 0.31148 2.46797
30 C -4.46821 -7.42955 -1.94406
31 C 5.79860 2.15683 0.33201
32 C 5.27240 -2.33811 -1.54518
33 C -0.91166 -1.95810 2.55316
34 C 0.45204 -3.39643 -2.72126
35 C -2.10618 -7.61172 -2.17708
36 C -4.84577 1.64045 2.54679
37 C 3.96002 -4.36268 -1.92344
38 C -0.87231 3.23686 -1.96562
39 C -0.47662 -1.31157 -2.31820
40 C -7.10740 2.45748 2.65576
41 H -3.07550 0.51679 2.32706
42 H -4.50004 -2.40982 0.70908
43 H -2.17113 -2.78950 0.39077
44 H -4.84691 -8.26840 -2.53765
45 H -0.37630 -4.62501 -4.16575
46 H -1.52686 -1.87694 3.44521
47 H 1.34482 5.18856 -0.37624
48 H -7.49458 2.38873 1.63293
49 H 0.83367 -3.42837 -1.69138
50 H 6.38057 1.66114 1.12209
51 H -2.99572 6.50697 3.75900
52 H 6.28522 -2.27140 -1.98562
53 H -2.58052 -1.13136 -0.17725
54 H 2.91126 -4.44971 -2.18276
55 H 6.40022 0.08440 -0.92128
56 H -4.63460 2.24265 1.65232
57 H 6.55373 2.48730 -0.39078
58 H -1.56961 3.74249 3.61444
59 H 4.54906 -5.14929 -2.40831
60 H 1.09804 -5.28277 -3.46375
61 H 3.99627 1.02965 0.45335
62 H 2.52906 3.36408 -1.55884
63 H 2.37591 1.20729 1.30269
64 H 6.60759 4.65376 1.06885
65 H 0.23021 -0.73979 -2.92885
66 H -4.42191 2.25708 3.34973
67 H 2.78754 6.17395 -0.26293
68 H 4.12638 -4.56780 -0.85896
69 H -1.42458 -0.77955 -2.23365
70 H 6.26464 3.61640 2.57684
71 H -0.08457 3.57076 -3.77379
72 H 4.65185 3.95158 -0.69400
73 H -5.50663 -0.66450 1.32440
74 H -2.60234 5.45548 5.11163
75 H -0.07035 -7.53360 -2.71441
76 H -0.63530 -2.96357 2.21893
77 H -0.86184 5.20497 3.16283
78 H -4.21696 -0.26160 3.40445
79 H -1.00507 2.99704 0.02848
80 H 5.54594 -2.86603 -0.61800
81 H -2.13110 4.59141 2.18086
82 H -3.82552 -2.32651 2.32388
83 H 1.23570 -2.88532 -3.29310
84 H 4.42567 -0.49017 -2.31272
85 H -1.60085 -5.10199 -2.22309
86 H 3.72507 -1.07681 -0.82925
87 H 1.51215 1.98227 0.02677
88 H -5.17803 -6.60769 -2.00695
89 H 1.37771 0.19328 0.39121
90 H 0.66845 2.44751 2.38873
91 H -4.82642 5.43612 4.10780
92 H 2.66064 4.61585 0.57419
93 H 0.11102 4.93420 -2.72826
94 H 2.62910 4.88108 -2.44734
95 H -2.10208 -8.63316 -2.57198
96 H 0.44668 0.71560 2.58106
97 H -7.90075 2.36365 3.39151
98 H -1.98002 -7.60640 -1.08992
99 H 5.19579 4.93247 1.97134
100 H -0.66648 4.67750 -0.49124
101 H -0.10601 -1.29257 -1.28090
102 H -4.33672 -7.76842 -0.91499
103 H 4.45788 1.61487 -1.17572
104 H -6.66782 3.45707 2.72564
105 H -1.07377 -6.86784 -3.91735
106 H 0.08869 -1.55075 2.72916
107 H -1.26519 0.82042 1.17687

Forces on atoms 1 to 3 (eV/Å):
-0.26 -0.35 0.28
0.04 -0.10 0.13
-0.09 0.09 -0.83

Mulliken atomic charge list, values in e, 6 entries: number 1, O, carries -0.610; number 2, O, carries -0.442; number 3, O, carries -0.294; number 4, O, carries -0.352; number 5, O, carries -0.601; number 6, O, carries -0.161